C34H50F18N2O14P | ωB97M-V/def2-TZVPD

Geometry (Å):
C  -4.025  -2.538  -1.950
C  -4.187  -0.967  -2.279
C  -3.050  -0.223  -1.460
C  -5.661  -0.587  -1.859
C  -6.625  -1.189  -2.999
C  -5.915  0.957  -1.658
O  -6.690  1.251  -0.434
C  -7.903  0.631  -0.444
C  -8.534  -0.148  0.614
N  -9.784  -0.595  0.061
C  -9.878  -0.092  -1.209
P  -11.184  -0.275  -2.542
C  -12.887  -0.525  -1.804
O  -11.198  1.231  -3.344
N  -8.779  0.660  -1.561
H  -4.318  -3.184  -2.831
H  -4.719  -2.859  -1.112
H  -2.992  -2.794  -1.593
H  -3.986  -0.884  -3.387
H  -3.495  0.399  -0.634
H  -2.211  -0.876  -1.118
H  -2.585  0.533  -2.169
H  -5.886  -1.111  -0.888
H  -6.993  -0.332  -3.647
H  -6.072  -1.870  -3.701
H  -7.548  -1.672  -2.567
H  -4.993  1.585  -1.581
H  -6.514  1.389  -2.521
H  -8.129  -0.376  1.632
H  -10.474  -1.187  0.520
H  -13.652  -0.209  -2.569
H  -12.988  0.116  -0.886
H  -13.069  -1.609  -1.565
H  -11.708  1.848  -2.781
H  -8.590  1.126  -2.448
C  -3.206  2.687  1.512
C  -2.717  4.031  1.010
O  -1.363  4.269  1.427
C  -0.409  3.701  0.678
O  -0.614  3.023  -0.288
C  0.973  4.080  1.209
F  1.056  3.984  2.547
F  1.296  5.350  0.897
F  1.948  3.305  0.712
H  -3.084  2.615  2.595
H  -4.259  2.543  1.264
H  -2.633  1.869  1.072
H  -3.321  4.828  1.445
H  -2.807  4.114  -0.075
C  4.997  2.605  0.086
C  4.784  2.230  -1.366
O  5.956  1.589  -1.901
C  6.080  0.288  -1.632
O  5.295  -0.351  -0.988
C  7.337  -0.277  -2.295
F  8.406  0.522  -2.134
F  7.172  -0.431  -3.623
F  7.678  -1.478  -1.806
H  5.895  3.217  0.196
H  4.144  3.161  0.468
H  5.137  1.718  0.707
H  4.622  3.130  -1.959
H  3.904  1.596  -1.494
C  2.426  7.459  2.715
C  2.898  8.806  2.208
O  4.249  9.061  2.624
C  5.208  8.499  1.877
O  5.007  7.814  0.915
C  6.589  8.893  2.402
F  6.671  8.802  3.742
F  6.895  10.164  2.081
F  7.563  8.121  1.904
H  2.549  7.392  3.799
H  1.376  7.301  2.469
H  3.009  6.648  2.278
H  2.284  9.598  2.641
H  2.805  8.883  1.123
C  -2.083  -5.050  3.601
C  -3.518  -4.575  3.705
O  -3.590  -3.140  3.592
C  -3.569  -2.648  2.351
O  -3.491  -3.308  1.353
C  -3.705  -1.125  2.384
F  -2.926  -0.557  3.318
F  -4.971  -0.741  2.659
F  -3.377  -0.552  1.213
H  -1.457  -4.544  4.337
H  -2.023  -6.127  3.768
H  -1.667  -4.829  2.619
H  -3.920  -4.830  4.686
H  -4.158  -5.054  2.961
C  4.106  -2.119  1.365
C  3.393  -3.349  0.845
O  2.758  -4.066  1.920
C  1.568  -3.604  2.308
O  1.014  -2.653  1.831
C  0.993  -4.486  3.416
F  1.901  -4.796  4.355
F  0.535  -5.656  2.934
F  -0.038  -3.894  4.060
H  4.808  -2.389  2.157
H  4.652  -1.624  0.563
H  3.400  -1.406  1.795
H  4.117  -4.032  0.400
H  2.668  -3.097  0.068
C  9.446  -3.580  -3.219
C  10.709  -4.273  -3.688
O  10.989  -5.426  -2.876
C  10.319  -6.542  -3.192
O  9.522  -6.629  -4.082
C  10.749  -7.694  -2.283
F  10.826  -7.324  -0.991
F  11.963  -8.165  -2.624
F  9.902  -8.730  -2.337
H  9.515  -3.337  -2.157
H  9.280  -2.661  -3.782
H  8.574  -4.225  -3.343
H  11.561  -3.601  -3.577
H  10.651  -4.548  -4.743

## Properties
Kohn-Sham gap	8.8	eV
max |F|	3.7	eV/A
M	1083.7	g mol⁻¹
total charge	+1
LUMO level	-3.4	eV
HOMO level	-12.2	eV